182
Properties=species:S:1:pos:R:3:forces:R:3 method="wB97M-V/def2-TZVPD" spin_multiplicity=1 largest_force_ev_per_a=4.89 relative_energy_kcal_mol=44.6 gap_ev=10.73 molar_mass_g_mol=1429.2 e_homo_ev=-10.519
C 15.6011 18.0512 17.5952 -1.49 -0.10 1.67
C 16.2731 19.0710 18.5102 -0.29 0.48 0.08
C 16.1877 18.8732 20.0649 0.69 -1.88 -1.75
O 17.5382 18.3714 20.3370 -0.63 0.56 0.40
C 18.3533 18.5652 19.2870 -0.12 -0.91 -0.28
O 19.4882 18.1895 19.2335 -0.20 0.64 0.20
O 17.6727 19.0724 18.2401 0.64 0.07 0.38
H 16.1020 17.9711 16.6522 0.10 0.12 -0.53
H 14.5043 18.2754 17.4938 0.99 0.00 -0.09
H 15.6126 17.0867 18.1032 0.14 -0.17 -0.14
H 15.9619 20.0515 18.2351 -0.49 0.87 -0.12
H 15.4809 18.0549 20.2433 0.27 0.28 0.31
H 15.9557 19.7288 20.6731 0.15 0.47 0.04
C 7.4501 18.2229 11.7407 0.40 0.54 2.13
C 7.7783 18.2930 13.2783 -0.50 -1.95 -1.76
C 6.9360 17.3700 14.1698 -0.90 2.06 1.15
O 7.9018 16.7088 15.0006 -0.86 -0.62 -0.24
C 9.1063 16.8481 14.4530 0.63 -1.16 1.26
O 10.0760 16.2241 14.8535 -0.70 0.74 -0.58
O 9.0972 17.7550 13.5234 0.82 1.00 -1.33
H 8.1566 18.8919 11.2598 -0.24 0.16 -0.34
H 6.4022 18.4973 11.5917 0.22 0.19 -0.10
H 7.6148 17.2282 11.4266 0.09 -1.03 -0.53
H 7.7441 19.3090 13.5299 0.20 1.36 0.95
H 6.3430 16.6963 13.5641 0.09 -0.49 0.20
H 6.2885 18.0000 14.8623 0.64 -0.94 -0.89
C 6.9261 16.8347 18.5890 -0.37 1.70 0.40
C 8.0012 15.8641 18.6810 0.38 -2.05 1.05
C 9.2964 16.3176 18.1046 1.14 -0.83 -1.24
O 10.3060 15.8081 19.0251 0.17 1.14 -2.87
C 9.7270 15.5286 20.1251 0.02 -1.07 3.81
O 10.3753 15.2711 21.1290 -0.81 0.08 -0.51
O 8.3864 15.5313 20.0747 0.04 0.20 -0.80
H 5.9256 16.4899 18.8288 0.05 -0.14 -0.15
H 7.0487 17.1611 17.5806 -0.81 0.25 -1.20
H 7.1373 17.7679 19.1259 0.03 -0.33 0.37
H 7.6979 14.9405 18.1670 0.04 -0.06 0.49
H 9.3489 17.3830 18.0383 0.34 0.75 0.15
H 9.5019 15.8727 17.1110 -0.13 0.38 0.54
C 15.4280 12.0820 13.7711 -0.39 1.45 0.35
C 16.2237 11.2772 12.7930 -0.54 -0.02 -1.59
C 15.4334 10.1458 12.1242 -0.78 -1.18 0.14
O 15.0180 10.6495 10.8503 0.31 1.23 -0.36
C 15.7465 11.7727 10.5562 0.75 -2.31 2.96
O 15.7860 12.3519 9.5528 -0.60 1.45 -2.65
O 16.5760 12.0535 11.5910 -0.26 0.21 1.05
H 14.5153 12.4710 13.2931 0.08 -0.34 0.18
H 15.9844 13.0059 14.0538 -0.22 -0.63 -0.07
H 15.1417 11.5343 14.6981 0.13 0.14 -0.88
H 17.1601 10.9688 13.2033 0.60 -0.41 0.24
H 14.4821 9.8874 12.6404 0.85 0.06 -0.02
H 16.0285 9.2314 11.9100 -0.24 0.55 0.39
C 15.7518 19.8126 14.3112 -0.05 -0.30 1.33
C 14.9761 20.6259 13.3272 0.00 -0.19 -1.21
C 15.1712 20.2348 11.8611 -1.95 0.65 -0.38
O 13.9955 19.4578 11.5461 0.51 -0.97 -0.44
C 13.1396 19.5167 12.5424 -2.45 -0.74 0.42
O 12.0864 18.9090 12.6116 1.79 1.04 -0.09
O 13.5651 20.4065 13.4546 -0.24 0.10 1.11
H 15.5481 20.1973 15.3285 -0.06 -0.23 -0.35
H 16.8318 19.9585 14.1830 -0.22 -0.33 -0.25
H 15.4527 18.7325 14.3115 0.48 0.89 -0.28
H 15.1492 21.6931 13.3910 0.05 0.15 0.47
H 15.9767 19.6169 11.6046 1.49 -0.55 -0.12
H 15.0284 21.0898 11.2143 0.75 0.39 -0.15
C 10.8825 11.5796 20.2357 1.07 0.80 -1.05
C 12.2201 12.0229 20.7945 -0.37 -0.36 -0.54
C 12.9269 13.2209 20.1795 -0.95 -0.70 0.87
O 13.5277 13.8066 21.3651 0.17 0.85 -1.20
C 12.8165 13.4784 22.4387 0.07 -1.33 1.43
O 12.9471 13.9504 23.5438 -0.40 -0.26 -1.53
O 12.0379 12.3793 22.1503 0.22 1.40 0.89
H 11.0228 11.1154 19.2613 0.07 0.12 -0.25
H 10.1864 12.3989 20.1386 -0.29 0.22 0.13
H 10.5302 10.8200 20.8676 -0.83 -0.90 0.98
H 12.8594 11.1787 20.7706 0.89 -1.06 0.13
H 12.1165 13.8054 19.8048 -0.16 1.32 -0.28
H 13.6230 13.0160 19.3778 0.44 0.05 0.33
C 15.3858 10.8238 18.0025 0.52 0.78 -0.13
C 16.7205 10.4276 17.4377 1.07 -1.19 -0.47
C 17.2742 11.4908 16.4551 -0.31 -0.45 -0.02
O 18.1180 12.2880 17.2807 0.12 0.39 0.35
C 18.4003 11.6268 18.4123 0.33 -0.22 2.18
O 19.0486 12.0306 19.3473 -0.26 0.02 -1.54
O 17.7969 10.4221 18.4486 -1.07 0.28 -0.74
H 14.6660 10.9751 17.2120 -0.11 0.22 -0.56
H 15.5940 11.7891 18.4641 -0.63 0.11 0.41
H 14.9070 10.1255 18.6599 0.28 -0.41 0.70
H 16.7234 9.3911 17.0464 -0.01 0.69 -0.08
H 16.4728 12.1175 16.0427 0.52 -0.13 0.20
H 17.9248 11.0860 15.6730 -0.40 -0.12 -0.05
C 18.7361 16.6000 16.3888 -0.13 -1.27 -0.72
C 18.2828 15.2794 16.9579 -0.75 -0.12 0.93
C 18.4423 15.1812 18.5203 -1.05 -0.83 -1.31
O 17.0803 14.8541 18.9476 -0.05 -0.15 -0.12
C 16.1992 14.7412 17.9042 2.06 0.49 1.63
O 15.0588 14.4257 18.0698 -0.47 -0.32 -0.20
O 16.7782 15.0869 16.7773 1.44 0.15 -0.88
H 18.1188 17.3670 16.8081 0.19 0.67 0.16
H 18.5465 16.5114 15.3070 0.35 0.48 0.22
H 19.8175 16.7103 16.6212 -0.77 0.20 -0.21
H 18.7401 14.4613 16.4037 -0.14 -0.09 0.32
H 18.7392 16.1398 18.9436 -0.03 -0.31 0.09
H 19.1016 14.3449 18.8116 -0.33 0.53 0.01
C 11.2553 21.2486 17.4405 1.09 -1.73 -0.85
C 10.8940 20.6446 16.0783 0.16 0.11 -0.19
C 10.6295 19.1122 16.1369 0.93 0.60 1.42
O 9.2254 19.0615 16.2103 -0.47 -0.94 -0.06
C 8.6899 20.2212 15.9093 -2.64 1.68 0.72
O 7.4877 20.4181 15.9639 1.52 -0.27 -0.60
O 9.6024 21.1818 15.6781 0.10 -0.88 0.01
H 11.2516 22.3117 17.4627 0.11 0.83 -0.20
H 12.2251 20.8154 17.7767 -0.49 0.48 -0.26
H 10.5385 20.8708 18.1201 -0.86 -0.23 1.01
H 11.5837 20.9124 15.2944 0.31 0.07 -0.20
H 10.9948 18.7427 17.1010 0.16 -0.06 -0.22
H 10.9665 18.4376 15.3644 0.26 0.40 -0.63
C 14.2332 17.3388 22.9563 -0.31 -0.73 -0.36
C 13.0408 17.0631 22.0415 -0.28 -0.01 -0.87
C 11.7323 17.8572 22.2904 0.04 -0.38 0.13
O 11.3558 18.3454 20.9855 -0.27 -0.16 0.81
C 12.2626 17.9807 20.1113 -0.12 1.78 -4.55
O 12.1814 18.2599 18.9014 -0.29 -0.37 2.04
O 13.3312 17.4197 20.5664 0.49 -1.26 3.16
H 14.5498 18.3601 22.8676 0.07 0.69 -0.03
H 15.1193 16.7044 22.7759 -0.64 0.07 -0.17
H 13.9234 17.1620 23.9908 -0.05 -0.02 -0.14
H 12.6946 16.0373 22.0050 0.74 -0.26 0.01
H 11.8738 18.6844 22.9815 -0.11 0.23 -0.11
H 10.9086 17.1946 22.6163 0.61 0.34 0.02
C 13.4234 16.6664 14.7635 0.95 -0.06 -0.90
C 13.4993 15.5746 15.7823 0.94 0.23 1.73
C 12.4993 15.6194 16.9372 -0.46 1.66 -0.56
O 12.0005 14.3319 17.0675 0.58 -3.01 -0.22
C 12.5715 13.5309 16.1326 -1.07 -1.32 -0.72
O 12.3564 12.3196 15.9950 0.52 2.59 0.79
O 13.2879 14.2566 15.2591 -0.24 -0.75 0.08
H 14.4498 16.7398 14.3505 -0.57 0.16 -0.08
H 13.1228 17.6687 15.0989 -0.06 -0.51 0.30
H 12.7652 16.3431 13.9769 -0.48 0.18 -0.45
H 14.5210 15.5287 16.1667 -0.31 0.17 0.06
H 11.6284 16.1872 16.6524 -0.09 0.74 -0.12
H 12.8650 15.9886 17.8831 0.38 -0.01 0.14
C 8.8741 9.2528 16.4954 -1.38 -0.48 0.52
C 10.1305 9.9428 16.2810 4.19 1.27 -1.47
C 11.5293 9.2858 16.7059 -1.95 0.96 0.62
O 12.3760 9.4575 15.6149 1.35 -0.19 -0.26
C 11.7357 9.8688 14.5233 -1.69 -0.25 1.77
O 12.1784 9.9540 13.4407 1.11 0.30 -1.65
O 10.4495 10.1112 14.8165 -1.15 -0.29 0.71
H 8.0928 9.8274 15.9422 0.30 -0.66 0.61
H 8.6542 9.2363 17.6007 0.03 0.04 -1.12
H 8.9360 8.2246 16.1272 -0.25 0.09 0.03
H 10.1334 10.9700 16.6257 -0.20 0.17 0.31
H 11.3687 8.2461 16.8706 0.05 -1.01 0.25
H 11.9672 9.7514 17.5972 -0.14 -0.04 -0.30
C 11.3353 13.3148 13.1428 -0.56 -0.15 -0.80
C 10.1008 12.4927 12.7228 0.53 2.15 -0.07
C 9.0916 12.3950 13.8459 -0.37 0.22 1.18
O 8.3540 13.6236 13.7352 -0.30 -0.01 -1.80
C 8.4564 14.0963 12.4023 -0.31 0.87 3.09
O 7.8718 15.1012 12.0868 0.24 -0.94 -0.41
O 9.3499 13.4099 11.7588 0.72 -1.47 -0.45
H 11.0386 14.2183 13.7140 0.18 -0.68 -0.07
H 11.8653 13.6560 12.2495 -0.11 -0.02 -0.05
H 12.0165 12.6510 13.6562 0.06 0.09 0.47
H 10.3737 11.5782 12.2040 -0.29 0.07 -0.03
H 9.5197 12.4602 14.8927 -0.19 -0.51 -1.40
H 8.4251 11.5174 13.7210 0.24 0.51 0.23
C 16.5359 16.3537 9.0106 0.36 1.43 -0.19
C 15.5918 16.8193 10.1034 0.19 -0.67 0.14
C 14.4399 15.8559 10.4906 0.42 0.61 0.58
O 15.0313 15.1524 11.6353 -1.22 -0.41 -0.56
C 15.9758 15.8747 12.1580 2.93 0.97 2.37
O 16.5734 15.6706 13.2208 -1.67 0.29 -2.38
O 16.2956 16.9486 11.3614 -0.37 -0.73 0.36
H 15.9577 16.2188 8.0901 0.15 -0.04 0.08
H 17.0205 15.4208 9.2736 0.20 -0.10 -0.02
H 17.2823 17.2026 8.8292 -0.78 -1.42 0.22
H 15.2574 17.8127 9.8822 -0.58 0.41 -0.20
H 14.2151 15.0669 9.7509 -0.20 0.71 0.35
H 13.5928 16.4890 10.8845 0.48 -1.10 -0.60

=====

60
Properties=species:S:1:pos:R:3:forces:R:3 method="wB97M-V/def2-TZVPD" spin_multiplicity=1 largest_force_ev_per_a=3.33 relative_energy_kcal_mol=83.8 gap_ev=9.21 molar_mass_g_mol=332.4 e_homo_ev=-9.105
C -3.8148 -0.3610 1.6078 0.60 -1.03 -0.37
C -2.7994 -0.0114 0.4833 -0.47 0.50 1.63
C -1.5642 -0.8978 0.4167 -0.12 0.19 -0.83
C -0.5863 -0.2884 -0.6204 0.44 -0.44 0.63
C -0.1571 -1.0682 -1.8523 0.45 -0.60 -0.72
N 1.0749 -1.9231 -1.8028 0.20 3.25 -0.68
C 2.0778 -1.6913 -2.8599 0.94 -0.94 0.36
N 2.9512 -0.5475 -2.9047 -0.46 0.36 -0.23
H -3.6314 -1.3704 1.9891 -0.14 -0.21 -0.33
H -3.7030 0.2294 2.5184 -0.31 0.49 -0.34
H -4.8076 -0.3520 1.1599 -0.17 0.25 0.61
H -3.3313 -0.0356 -0.4605 0.03 0.07 -0.30
H -2.5316 1.0367 0.7147 0.25 -0.30 -0.65
H -1.8637 -1.9058 0.1164 0.06 -0.08 0.21
H -1.1059 -0.9593 1.3991 0.12 -0.13 0.14
H -1.0917 0.5805 -1.0292 0.14 0.46 0.10
H 0.3185 0.0221 -0.0887 -0.33 0.12 -0.42
H -0.1103 -0.3464 -2.6845 0.32 -0.36 0.15
H -0.9006 -1.7871 -2.1455 -0.53 0.22 -0.20
H 1.5499 -1.6987 -0.9266 0.38 0.97 -0.20
H 2.6908 -2.5891 -2.6944 0.29 0.25 -0.65
H 1.6542 -1.7252 -3.8635 -0.51 -0.37 0.24
H 2.4617 0.2955 -3.1681 0.31 0.08 -0.04
H 3.6029 -0.3854 -2.1562 -0.28 -0.17 0.33
H 3.2508 0.1711 0.3506 -0.76 0.15 0.01
H 4.0518 -1.0706 0.5085 -0.10 -0.46 0.07
O 3.1341 -0.7731 0.5433 1.15 0.20 -0.40
H 0.9968 3.0180 2.4484 0.38 1.71 -0.09
H 1.2445 4.3988 1.5862 0.18 -0.07 0.69
O 0.7664 3.5711 1.6555 -0.64 -0.71 -0.70
H -1.3095 0.4594 4.3018 -0.72 0.04 -0.99
H -1.7727 1.9806 3.6804 -0.39 -1.20 -0.41
O -1.3100 1.4139 4.3009 1.18 1.30 1.31
H 0.7367 -4.5285 -0.7537 -0.12 0.05 0.05
H 1.1848 -3.0393 -0.7584 -0.52 -0.96 -0.83
O 0.6631 -3.6988 -0.2764 -0.34 -1.63 1.66
H -1.6991 -3.9571 -2.7141 0.20 0.19 -0.18
H -2.0626 -2.7268 -1.8379 -0.03 -0.35 -0.15
O -2.2087 -3.6699 -1.9571 -0.61 -0.32 0.34
H -0.3233 2.6769 -1.0110 0.17 0.48 -0.18
H -1.4118 3.7189 -1.0424 0.09 0.23 0.02
O -0.5833 3.4927 -1.4812 -0.21 -0.58 0.39
H 1.3298 -0.6710 2.7092 0.45 -0.11 -0.24
H 2.7176 -0.0368 3.0418 -0.62 -0.16 -0.41
O 1.7946 0.1803 2.8213 0.18 0.19 0.54
H -3.1492 2.9219 -2.3564 -0.46 0.51 -0.08
H -3.2889 1.5545 -1.9815 -0.30 -0.74 0.27
O -3.8252 2.3491 -1.9650 0.85 0.27 -0.27
H 0.6116 2.8060 -3.2683 -0.20 0.65 0.24
H 0.9789 1.4122 -2.8311 -0.01 0.05 0.29
O 0.6006 1.9014 -3.5644 0.15 -0.70 -0.43
H 0.6231 2.4908 4.2283 0.06 -0.09 0.44
H 1.7153 1.7712 3.4763 -0.04 0.26 0.91
O 1.5512 2.6144 3.9746 -0.19 -0.72 -0.59
H 1.2892 1.2089 0.9674 0.28 -0.70 -0.46
H 1.8811 2.4443 0.6262 -0.12 -0.45 -1.19
O 1.7615 1.5555 0.1865 0.18 1.32 1.24
H 1.5926 -3.1870 2.2357 -0.04 0.58 0.06
H 0.7910 -2.6483 1.1126 0.20 0.16 0.53
O 1.2941 -2.3246 1.8954 -0.49 -0.98 0.12